DFT (ωB97M-V with the def2-TZVPD basis set) results for a molecular structure, C31H67GaINO9PS.

CARTESIAN COORDINATES (ANGSTROEM)
C1 -1.81500 -6.28490 0.19167
N1 -2.59831 -6.35037 -1.03550
C2 -3.89570 -5.63678 -0.89430
Ga1 -5.49547 -6.85385 -0.78492
S1 -5.32086 -8.28624 1.04045
I1 -5.44491 -8.39259 -2.90271
P1 -7.41498 -5.52602 -0.78090
C3 -7.12407 -4.41676 0.65838
C4 -8.85922 -6.53703 -0.25486
H1 -2.44590 -6.57614 1.02871
H2 -0.97408 -6.97710 0.13624
H3 -1.41440 -5.28186 0.39403
H4 -2.07424 -5.83028 -1.72670
H5 -4.06222 -5.00573 -1.76963
H6 -3.89468 -4.97505 -0.02114
H7 -4.23386 -7.81898 1.64084
H8 -7.15580 -4.92062 1.62593
H9 -7.84453 -3.60047 0.64220
H10 -6.12458 -4.00014 0.53622
H11 -8.71643 -7.07011 0.68570
H12 -9.07115 -7.24783 -1.05244
H13 -9.72850 -5.88460 -0.15815
C5 -4.28067 -1.10367 -1.15073
C6 -4.02659 -1.41631 0.30189
O1 -4.59966 -2.31078 0.87659
C7 -3.01015 -0.53686 0.99429
H14 -5.02377 -1.78861 -1.55381
H15 -4.62807 -0.07588 -1.24905
H16 -3.35243 -1.20232 -1.71680
H17 -3.33595 0.50428 0.96007
H18 -2.04264 -0.60143 0.49613
H19 -2.89748 -0.84726 2.02933
C8 1.30756 -0.81283 3.57808
C9 -0.00065 -0.06495 3.52194
O2 -0.41814 0.41678 2.49554
C10 -0.77557 0.05357 4.81567
H20 1.76870 -0.82857 2.59718
H21 1.98724 -0.32667 4.28016
H22 1.13588 -1.83495 3.92176
H23 -0.17267 0.56605 5.56759
H24 -1.01760 -0.93959 5.19740
H25 -1.69442 0.60863 4.64460
C11 6.17529 -0.14627 1.13394
C12 4.74012 0.28248 0.96796
O3 3.86664 -0.07422 1.72278
C13 4.44725 1.19521 -0.20049
H26 6.26658 -0.79753 2.00006
H27 6.51454 -0.67426 0.24194
H28 6.81194 0.72952 1.25671
H29 4.72626 0.70647 -1.13509
H30 5.03669 2.10989 -0.11476
H31 3.38749 1.43768 -0.21733
C14 -6.57433 2.80703 -3.32300
C15 -5.16939 2.91674 -2.78117
O4 -4.60619 1.97947 -2.26737
C16 -4.46941 4.24897 -2.89834
H32 -6.94978 1.79836 -3.17184
H33 -7.22699 3.51923 -2.81526
H34 -6.58270 3.04291 -4.38845
H35 -5.03287 5.02536 -2.37649
H36 -4.37262 4.54318 -3.94519
H37 -3.48387 4.16707 -2.44850
C17 8.98097 2.95593 1.93672
C18 9.48168 2.17638 0.74912
O5 8.73307 1.71133 -0.07973
C19 10.97926 2.01447 0.63925
H38 7.89468 3.01168 1.90856
H39 9.29432 2.47448 2.86500
H40 9.39369 3.96460 1.90366
H41 11.36545 1.49868 1.51992
H42 11.45379 2.99601 0.58956
H43 11.22300 1.44316 -0.25267
C20 -0.08703 3.06959 -1.29315
C21 -0.34341 4.55362 -1.21207
O6 -1.42306 5.02473 -1.48808
C22 0.80598 5.42573 -0.76408
H44 -0.98721 2.55650 -1.62192
H45 0.72550 2.86825 -1.99384
H46 0.20822 2.68524 -0.31496
H47 1.64963 5.30929 -1.44640
H48 1.13573 5.12396 0.23158
H49 0.49800 6.46888 -0.74521
C23 10.18540 8.05174 -0.17175
C24 9.38641 6.82347 0.19010
O7 9.75784 6.05430 1.04556
C25 8.10086 6.60096 -0.56870
H50 11.08252 8.09972 0.43950
H51 10.46316 8.01910 -1.22643
H52 9.58541 8.94864 -0.01035
H53 8.30653 6.51830 -1.63709
H54 7.42762 7.44683 -0.42066
H55 7.62136 5.68934 -0.22168
C26 -2.88218 -11.06622 -2.37507
C27 -1.64978 -11.91804 -2.26581
O8 -1.38302 -12.80367 -3.04824
C28 -0.73274 -11.60525 -1.10178
H56 -3.47985 -11.35337 -3.23531
H57 -3.48356 -11.16065 -1.46934
H58 -2.60623 -10.01471 -2.46740
H59 -1.27365 -11.71995 -0.16122
H60 -0.39345 -10.57017 -1.16447
H61 0.12416 -12.27508 -1.11703
C29 -1.98145 8.14365 1.95952
C30 -1.70371 8.56572 0.53463
O9 -0.74962 9.25311 0.25425
C31 -2.67162 8.07074 -0.50898
H62 -1.22027 8.55261 2.61892
H63 -2.96441 8.50038 2.27133
H64 -1.98268 7.05468 2.03193
H65 -3.68035 8.42450 -0.28740
H66 -2.67357 6.97950 -0.51249
H67 -2.36865 8.42819 -1.48963

## Properties
Maximum force, eV/A: 0.794
Total charge: -1
HOMO, eV: -3.8
E_LUMO, eV: 1.21
Gap between HOMO and LUMO, eV: 5.02



DFT (ωB97M-V with the def2-TZVPD basis set) results for a molecular structure, C31H68BClN4O5RhS2Si4.

CARTESIAN COORDINATES (ANGSTROEM)
Rh1 -0.99718 -0.38487 0.53342
C1 2.27141 -0.24875 1.90405
O1 0.91448 -0.26183 2.27755
Si1 0.02602 0.76947 3.25040
C2 1.29330 1.89619 4.08410
C3 -0.52804 -0.24986 4.73021
C4 -1.27752 1.46139 2.13317
Si2 -2.98326 1.47389 2.84109
C5 -4.33662 2.19564 1.72699
C6 -3.67395 -0.22607 3.26890
C7 -3.15156 2.52867 4.40861
Si3 -0.67133 3.14751 1.59935
C8 -0.37765 4.33995 3.06679
C9 0.94864 3.05697 0.66331
C10 -1.76655 4.24854 0.50869
H1 2.50198 0.56455 1.21565
H2 2.46986 -1.17899 1.37199
H3 2.92467 -0.18510 2.78317
H4 2.04630 1.24005 4.53391
H5 0.82196 2.45295 4.90025
H6 1.80833 2.61113 3.44581
H7 0.37192 -0.50673 5.30000
H8 -1.02761 -1.17584 4.45231
H9 -1.18071 0.32270 5.39491
H10 -4.55018 1.58764 0.84560
H11 -4.13600 3.21315 1.38673
H12 -5.25233 2.22495 2.32709
H13 -3.64654 -0.89478 2.40376
H14 -4.71919 -0.11960 3.57828
H15 -3.13720 -0.72536 4.07487
H16 -3.03990 3.59043 4.17405
H17 -2.40060 2.27671 5.16233
H18 -4.13972 2.38931 4.85842
H19 -0.70597 3.92989 4.02266
H20 -0.92593 5.27186 2.89944
H21 0.67922 4.59652 3.16803
H22 1.73578 2.53815 1.20876
H23 1.30881 4.06913 0.44911
H24 0.82867 2.53475 -0.28891
H25 -2.66718 4.57451 1.03429
H26 -2.05576 3.85168 -0.46302
H27 -1.16406 5.14634 0.32944
C11 -4.99644 -1.04772 0.02346
N1 -4.45155 -2.38164 0.15506
C12 -5.03685 -3.44590 0.81227
C13 -4.19646 -4.49301 0.66492
N2 -3.11635 -4.07929 -0.07947
B1 -1.89046 -4.94623 -0.42802
N3 -0.60911 -4.51075 0.39358
C14 0.55045 -5.22166 0.17768
C15 1.47439 -4.82135 1.07470
N4 0.87741 -3.84392 1.83949
C16 1.43814 -3.28935 3.05538
C17 -0.39828 -3.64879 1.40319
S1 -1.47580 -2.51526 2.12731
C18 -3.27965 -2.78411 -0.38179
S2 -2.20152 -1.78968 -1.25881
H28 -5.69998 -0.87103 0.83464
H29 -5.49233 -0.92430 -0.93982
H30 -4.18246 -0.32844 0.08066
H31 -5.97521 -3.34975 1.32845
H32 -4.26277 -5.50036 1.03393
H33 -2.15530 -6.08597 -0.10212
H34 -1.61546 -4.85993 -1.60110
H35 0.61347 -5.94782 -0.61358
H36 2.49567 -5.12136 1.22920
H37 2.52289 -3.26997 2.96007
H38 1.15801 -3.90204 3.91446
H39 1.06229 -2.28146 3.19063
Cl1 -3.25245 1.31138 -2.44469
C19 -2.28120 1.39239 -1.02494
H40 -2.76500 1.89128 -0.20584
H41 -1.22163 1.53781 -1.22173
C20 2.19305 -2.54104 -4.63693
C21 1.32722 -1.99399 -3.50847
C22 -0.02810 -1.55376 -4.05396
C23 1.16737 -3.04420 -2.41348
O2 2.03873 -0.86330 -2.99740
Si4 1.57543 0.22866 -1.84390
O3 0.75132 -0.36844 -0.63918
O4 3.01160 0.93083 -1.42328
C24 4.36812 0.51258 -1.46461
C25 5.12243 1.45930 -0.53640
C26 4.90437 0.64051 -2.88873
C27 4.52115 -0.92762 -0.98005
O5 0.67460 1.44727 -2.52321
C28 0.99390 2.41395 -3.52373
C29 1.77758 1.78122 -4.66921
C30 -0.34024 2.93822 -4.03924
C31 1.79465 3.55269 -2.89695
H42 1.71507 -3.40487 -5.10416
H43 3.16618 -2.84724 -4.24656
H44 2.35068 -1.77127 -5.39552
H45 -0.63124 -2.42024 -4.33160
H46 0.10067 -0.91599 -4.93217
H47 -0.58146 -0.99347 -3.30095
H48 0.69945 -3.94578 -2.81630
H49 0.54694 -2.66753 -1.60190
H50 2.14940 -3.30725 -2.01008
H51 5.00368 2.48927 -0.87800
H52 6.18702 1.21513 -0.51117
H53 4.71885 1.38703 0.47538
H54 4.79379 1.67006 -3.23647
H55 4.35165 -0.02030 -3.55678
H56 5.96442 0.37665 -2.92148
H57 4.19566 -1.01609 0.05603
H58 5.56858 -1.23365 -1.04055
H59 3.92221 -1.59861 -1.59659
H60 1.21017 0.95965 -5.10833
H61 2.73089 1.38521 -4.32072
H62 1.97066 2.52865 -5.44258
H63 -0.92707 2.12094 -4.46057
H64 -0.18355 3.69907 -4.80794
H65 -0.91447 3.37771 -3.22140
H66 2.72373 3.17304 -2.47029
H67 1.21531 4.01469 -2.09621
H68 2.02428 4.31373 -3.64713

## Properties
⟨S²⟩: 6.014
Maximum force, eV/A: 0.679
Total charge: -1
HOMO (spin up / spin down), eV: -4.2 / -5.2
E_LUMO (spin up / spin down), eV: 2.54 / 2.01
Multiplicity: 5
Gap between HOMO and LUMO (spin up / spin down), eV: 6.71 / 7.20